[1]
The following is a DFT calculation (ωB97M-V with the def2-TZVPD basis set) of a cluster of 2 separate species, C2H9NS2 in total at a distorted geometry.

Computed properties:
ΔE to the lowest compared entry with this formula, charge and spin: 0.940 eV
Total charge: 0
HOMO: -8.79 eV
Strongest force on any atom: 1.4 eV/A

```
14
Properties=species:S:1:pos:R:3:forces:R:3:nbo_charge:R:1
S -3.5182 -1.6299 -0.0829 0.84 0.00 -0.10 -0.1330
S -1.9965 -2.8057 -1.0344 -0.42 0.04 0.12 -0.1369
N -0.0337 1.4709 -0.6101 0.11 0.71 0.63 -0.8344
C 1.9285 0.1610 0.1216 0.22 0.68 0.13 -0.6316
C 0.6899 0.9634 0.5571 -0.30 -1.34 0.38 -0.2186
H -0.5041 0.7324 -1.1076 -0.12 -0.21 -0.10 0.3513
H -2.6257 -0.8937 0.6145 -0.34 -0.14 -0.04 0.1387
H -0.7382 2.1226 -0.2769 -0.05 -0.10 -0.32 0.3564
H 2.1144 0.4396 -0.9153 0.15 -0.33 -0.08 0.2223
H 0.0712 0.2766 1.1660 -0.05 0.13 -0.10 0.1463
H 0.9082 1.7610 1.2619 0.28 0.36 -0.36 0.1924
H -0.9348 -2.1071 -0.6204 -0.03 0.14 0.04 0.1323
H 2.8288 0.4224 0.6829 -0.12 0.09 0.06 0.2139
H 1.8100 -0.9137 0.2436 -0.17 -0.04 -0.25 0.2009
```
Forces are in eV/Å.


[2]
The following is a DFT calculation (ωB97M-V with the def2-TZVPD basis set) of the ion C5H11NO with charge +1 at a distorted geometry.

Computed properties:
ΔE to the lowest compared entry with this formula, charge and spin: 2.949 eV
2S+1: 2
Total charge: +1
HOMO (spin up / spin down): -15.55 / -15.52 eV
Strongest force on any atom: 2.8 eV/A

```
18
Properties=species:S:1:pos:R:3:forces:R:3:lowdin_spin:R:1
O -3.0094 -0.9485 1.3125 0.75 -1.02 -1.13 0.1956
N -1.3087 -0.9695 -0.2486 0.70 -0.89 1.81 0.5322
C 2.0642 -0.0671 -0.9252 -2.50 0.73 1.11 0.0068
C -2.5371 -1.4781 0.3311 -2.54 0.47 -0.51 -0.0087
C -0.5454 -0.2558 0.7479 -0.80 0.87 1.14 0.1075
C 0.0104 1.1424 0.4240 1.10 0.61 -1.38 0.0765
C 1.3630 1.2768 -0.3924 -0.48 0.15 -0.68 0.0047
H 1.5607 -0.9787 -0.5631 0.09 0.25 0.62 0.0014
H -0.7992 1.6706 -0.0939 0.15 0.03 0.22 0.0040
H 0.1191 1.5709 1.4380 0.01 -0.11 -0.57 0.0071
H -1.2814 0.0144 1.5730 0.95 -1.09 -0.97 0.0025
H 1.8405 -0.2137 -1.9856 1.32 0.57 -0.11 0.0001
H 2.0328 1.8458 0.2698 0.05 -0.50 -0.29 0.0012
H 0.3135 -0.8201 1.1992 -0.62 -0.20 -0.60 0.0561
H -3.1473 -2.2327 -0.2688 1.25 0.60 0.57 0.0020
H 1.2167 1.9758 -1.2775 -0.05 -0.95 1.08 0.0010
H 3.0325 -0.0619 -0.4589 0.77 -0.34 -0.99 0.0002
H -0.9251 -1.4707 -1.0815 -0.13 0.82 0.67 0.0098
```
Forces are in eV/Å.


[3]
The following is a DFT calculation (ωB97M-V with the def2-TZVPD basis set) of a structure of composition C25H20N10RhS at a distorted geometry.

Computed properties:
ΔE to the lowest compared entry with this formula, charge and spin: 0.225 eV
Total charge: +1
HOMO: -10.69 eV
Strongest force on any atom: 1.5 eV/A

```
57
Properties=species:S:1:pos:R:3:forces:R:3:nbo_charge:R:1
Rh 0.1847 -1.0039 0.4342 1.01 1.10 -0.19 0.8223
S -0.3915 -1.3433 2.5578 -0.68 -0.36 0.68 -0.0208
N -0.9181 0.6704 0.5683 -0.14 -0.29 0.62 -0.1794
N -2.2425 0.1241 3.7373 0.12 0.04 -0.07 -0.7615
N 0.7111 0.0616 -1.4103 -0.41 -0.43 -0.32 -0.4617
N -1.6835 0.9092 1.6858 0.21 -0.27 -0.24 -0.4211
N 3.2488 -1.7664 0.0185 -0.17 0.06 -0.16 -0.5903
N 1.1743 -2.8168 0.4061 0.01 -0.06 -0.20 -0.4506
N -3.7747 -2.4291 -0.7048 -0.28 -0.08 -0.64 -0.6531
N -5.7795 -2.4745 0.7445 -0.02 0.04 -0.14 -0.4168
N -1.4613 -1.8427 -0.3105 -0.03 -0.04 -0.06 -0.6573
N 1.9415 -0.1487 1.1450 -0.10 0.14 -0.24 -0.4425
C 2.9576 1.8190 2.0428 0.05 -0.02 0.02 -0.2554
C -4.8412 -2.4404 0.0705 0.26 0.03 0.43 0.4252
C 2.4759 -2.9223 0.1520 0.10 0.11 0.16 0.3995
C 0.4524 -3.9398 0.6037 0.01 -0.03 -0.06 0.0871
C 3.1238 -0.5476 0.6776 0.03 -0.17 0.06 0.4110
C -1.6562 3.8222 -0.8275 0.05 0.08 0.07 -0.2197
C 0.9965 -5.1942 0.4887 0.04 -0.02 0.00 -0.2555
C -1.0483 1.4273 -0.4571 0.24 0.13 -0.85 0.2330
C 2.3447 -5.3040 0.1618 -0.02 -0.02 -0.01 -0.1067
C -0.1350 1.0982 -1.6000 -0.30 0.02 0.45 0.1761
C -2.0490 2.5153 -0.5535 0.13 0.00 0.18 -0.0475
C -2.6010 -2.0905 -0.4466 0.04 0.05 0.41 0.6631
C -0.1640 1.7945 -2.7938 0.06 0.04 -0.15 -0.2110
C -4.3346 3.2421 -0.3984 -0.01 0.07 -0.02 -0.1892
C -3.3942 2.2303 -0.3309 -0.04 -0.10 -0.17 -0.1820
C 1.8731 1.0065 1.8382 -0.03 -0.02 0.05 0.0777
C -1.5219 -0.0017 2.6147 -0.04 0.10 0.13 0.2958
C 1.5595 -0.2650 -2.3832 -0.10 0.02 0.00 0.0804
C 3.0965 -4.1614 0.0068 0.03 -0.02 -0.02 -0.2707
C 0.7342 1.4567 -3.7977 -0.09 0.02 0.04 -0.1236
C 4.1815 1.4311 1.5010 0.00 -0.01 -0.01 -0.1108
C -2.5992 4.8395 -0.8727 0.03 -0.05 0.02 -0.2082
C 1.6238 0.4216 -3.5849 0.04 -0.01 0.03 -0.2382
C -3.9380 4.5485 -0.6603 -0.03 -0.03 0.02 -0.1817
C 4.2690 0.2389 0.8223 0.04 0.03 0.04 -0.2717
H -0.6081 4.0580 -0.9726 0.00 -0.02 -0.01 0.2151
H 0.7203 1.9897 -4.7390 0.02 0.01 0.01 0.2403
H 0.8970 1.2631 2.2244 0.01 0.00 -0.01 0.2330
H -5.3796 3.0124 -0.2398 0.00 0.00 0.00 0.2305
H 2.3404 0.1263 -4.3379 -0.02 -0.02 0.00 0.2413
H 4.1565 -4.2110 -0.2047 -0.01 0.00 0.00 0.2315
H -2.9066 0.8759 3.8103 -0.02 0.00 0.02 0.4213
H 5.2103 -0.1038 0.4128 -0.01 -0.01 0.03 0.2314
H 2.1949 -1.1178 -2.1967 0.02 -0.04 0.01 0.2101
H 4.1826 -1.9468 -0.3124 0.03 -0.02 0.06 0.4141
H -3.7055 1.2128 -0.1332 0.01 0.01 0.07 0.2328
H -2.2851 5.8575 -1.0614 0.00 -0.01 -0.02 0.2260
H -0.5901 -3.7857 0.8372 0.01 0.01 -0.02 0.2503
H 5.0617 2.0477 1.6248 -0.01 0.00 0.00 0.2414
H 2.8487 2.7311 2.6103 0.00 0.01 -0.02 0.2464
H -4.6750 5.3401 -0.6934 0.00 -0.01 -0.01 0.2274
H -2.1715 -0.5524 4.4749 -0.06 -0.03 -0.02 0.4162
H 2.8077 -6.2752 0.0479 0.00 0.01 0.02 0.2417
H -0.8908 2.5776 -2.9430 -0.01 0.04 0.03 0.2546
H 0.3767 -6.0643 0.6458 0.01 0.01 -0.01 0.2504
```
Forces are in eV/Å.


[4]
The following is a DFT calculation (ωB97M-V with the def2-TZVPD basis set) of a structure of composition C44H59N8Ti at a distorted geometry.

Computed properties:
ΔE to the lowest compared entry with this formula, charge and spin: 0.000 eV
Total charge: +3
HOMO: -15.86 eV
Strongest force on any atom: 1.0 eV/A

```
112
Properties=species:S:1:pos:R:3:forces:R:3:mulliken_charge:R:1
Ti 0.8850 0.1634 -0.3858 0.57 -0.77 0.28 -0.5700
N -0.5651 1.6721 -0.4422 -0.41 0.31 0.42 1.4566
N -0.6337 0.7823 -3.4012 0.06 -0.14 -0.12 0.0521
N 1.5937 0.1141 1.4232 0.17 0.49 0.28 1.5500
N 1.7095 -1.5729 -0.8610 -0.39 0.03 -0.19 1.6980
N 2.6830 1.1874 -1.0095 0.23 0.52 -0.21 1.5189
N 4.7906 2.8143 -1.8269 0.20 0.06 0.16 -0.5602
N -0.7912 -0.7982 0.4436 -0.74 0.05 -0.08 1.6588
N 5.6455 2.8199 0.2958 0.12 0.06 0.02 -0.3551
C -4.4618 -3.5611 2.6912 0.05 0.12 -0.01 -1.6753
C 0.9553 -3.0270 -2.7615 0.02 0.26 0.40 1.1116
C -3.1702 -0.6698 0.6822 0.00 0.07 -0.04 -0.5711
C 3.3314 -2.8294 -2.1868 -0.12 0.39 0.19 0.7329
C -2.8354 5.4596 1.5857 -0.07 -0.07 -0.06 -1.4567
C -0.3390 1.9219 3.1838 0.11 -0.09 0.04 -1.4104
C 2.3653 -0.3135 3.4998 -0.05 -0.01 -0.10 -1.0964
C -0.5240 -2.7823 -2.5444 -0.02 -0.08 0.01 2.1048
C 2.2001 -1.1621 1.4452 0.20 -0.43 -0.06 0.5550
C 5.5007 -1.5700 -2.4145 -0.07 0.08 0.14 -1.5141
C -0.3626 2.9680 -0.7591 0.14 0.16 -0.07 -1.3269
C -3.8125 5.6421 -0.7293 0.04 -0.14 0.00 -1.6373
C -4.8420 4.1106 0.9579 0.13 0.01 -0.09 -2.0651
C 3.6136 -3.7716 -3.1656 -0.04 -0.08 0.02 -0.6621
C -2.7851 2.2505 0.2242 0.09 0.10 -0.11 -0.4736
C 1.7181 2.3036 4.5352 -0.01 -0.10 -0.07 -2.1641
C 3.6355 1.5641 -0.1563 0.19 0.02 0.25 -0.2295
C 1.9801 -2.4616 -1.9695 0.27 -0.55 -0.71 -0.8937
C -4.8519 -3.5530 0.2088 -0.03 0.07 0.05 -1.5271
C 1.3028 -3.9571 -3.7316 0.13 -0.02 0.00 -0.6582
C 2.6711 -1.4283 2.7328 -0.07 0.06 -0.10 -1.5963
C 3.8737 2.3991 -2.6746 -0.15 -0.14 0.09 -0.8664
C 5.2595 -3.2951 -0.6194 -0.06 0.18 0.03 -1.5685
C 0.0106 0.4520 -2.5094 -0.08 -0.37 -0.39 -0.3838
C -3.2552 -1.9784 1.1639 0.18 0.04 -0.03 0.3878
C -4.5664 -2.6693 1.4441 -0.18 -0.14 -0.06 1.8488
C -3.5217 4.6840 0.4379 -0.09 0.21 0.11 1.9126
C -1.2610 -2.4886 -3.8555 0.01 0.06 0.18 -1.9273
C 1.6577 3.0638 2.1623 0.04 -0.15 0.12 -1.3302
C 2.6148 -4.3439 -3.9265 -0.02 0.00 -0.06 -1.7910
C 1.7065 0.6197 2.6851 0.18 0.01 0.39 -0.5223
C 4.7081 2.3988 -0.5564 -0.31 -0.15 -0.32 0.0854
C -2.5472 3.6126 0.0181 0.07 -0.23 -0.03 -0.2746
C -5.7152 -1.6729 1.6249 0.13 -0.02 0.01 -1.9384
C 4.5164 -2.2296 -1.4397 0.14 -0.15 -0.09 1.5141
C 2.8118 1.5881 -2.2939 0.10 0.06 -0.18 -0.7935
C -1.3027 3.9413 -0.5426 -0.05 -0.01 -0.06 -1.1335
C -1.1643 -3.9969 -1.8602 -0.01 0.13 -0.03 -1.4068
C -1.7921 1.3161 0.0004 -0.19 0.11 0.09 0.2233
C -0.8579 -2.0348 0.9664 -0.05 -0.15 0.04 -1.3113
C -1.9506 -0.1057 0.3610 -0.15 -0.09 0.11 -0.3470
C 1.1977 1.9674 3.1340 -0.16 0.15 -0.13 2.3929
C 2.2251 -1.9621 0.3075 0.05 0.10 0.31 -1.5738
C -2.0344 -2.6355 1.3421 -0.01 0.06 -0.02 -0.6360
H 2.0981 1.2493 -3.0240 0.00 -0.01 0.01 0.5349
H -6.6204 -2.2150 1.8911 -0.01 0.00 0.00 0.4776
H 1.1990 4.0126 2.4393 -0.03 0.01 -0.03 0.5701
H 2.8563 -5.0942 -4.6667 0.01 0.01 -0.02 0.4074
H 4.6379 -4.0787 -3.3256 0.03 0.04 -0.01 0.4187
H 4.6119 -3.8282 0.0802 0.00 -0.01 0.00 0.3181
H 2.8058 2.2482 4.5880 0.01 0.03 0.01 0.4888
H 5.9514 -2.3077 -3.0761 -0.01 0.02 -0.05 0.3960
H -2.9227 6.1757 -1.0630 0.00 0.01 -0.02 0.3273
H 4.1767 -1.4420 -0.7587 0.01 -0.01 -0.02 -0.5856
H -5.3767 3.5625 0.1797 -0.03 -0.04 0.03 0.4396
H -5.4533 -3.9282 2.9490 0.00 -0.03 0.00 0.4631
H 2.7397 3.1955 2.2150 0.02 0.02 -0.06 0.3279
H -4.0536 -4.2775 0.0415 -0.01 -0.02 0.01 0.3435
H -2.6836 4.8115 2.4510 0.04 0.02 0.02 0.2981
H -1.9973 -3.6274 1.7675 0.03 -0.03 -0.02 0.4343
H 0.0718 -2.5615 1.1085 0.02 -0.03 -0.10 0.2948
H 5.7068 -4.0388 -1.2772 -0.01 -0.04 0.00 0.3958
H 5.6815 2.5461 1.2608 -0.01 -0.04 0.00 0.1993
H 5.0130 -0.8106 -3.0277 0.00 0.00 -0.03 0.3193
H -2.2421 -3.8522 -1.7630 0.00 -0.02 0.05 0.3091
H -0.9951 -4.8958 -2.4525 -0.02 -0.01 0.00 0.4510
H -4.2438 5.1062 -1.5759 0.00 0.03 -0.03 0.3951
H 3.1849 -2.3218 3.0531 -0.01 -0.03 -0.04 0.6598
H -3.8293 -4.4331 2.5280 0.01 -0.01 0.00 0.3664
H 6.3820 3.4044 -0.0697 0.02 -0.01 0.05 0.2826
H -4.0703 -0.0854 0.5692 0.00 0.00 0.00 0.5356
H -3.7417 1.9283 0.6024 0.02 0.00 0.06 0.6861
H -0.6771 1.2130 3.9405 -0.03 -0.02 -0.02 0.4114
H -5.5010 -0.9658 2.4289 -0.06 0.03 0.00 0.4414
H -4.9739 -2.9458 -0.6902 0.01 -0.01 -0.02 0.3342
H 0.5989 3.2188 -1.1933 0.02 -0.03 0.05 0.5896
H -0.7546 1.6239 2.2232 -0.07 0.05 -0.02 0.1852
H -4.0782 -3.0020 3.5464 -0.03 -0.02 0.04 0.3965
H -5.9318 -1.1266 0.7054 -0.01 0.04 0.01 0.3770
H 3.5791 1.2267 0.8684 -0.12 0.00 -0.03 0.2418
H -0.6428 -1.9276 -1.8741 -0.05 0.08 0.02 -1.1574
H -1.0667 4.9628 -0.8053 0.05 0.01 0.05 0.5652
H 1.3813 2.8320 1.1334 0.02 0.07 -0.04 0.0710
H -0.7393 -4.1667 -0.8721 0.03 -0.08 0.07 0.3464
H -2.2675 -2.1211 -3.6441 0.00 -0.01 -0.04 0.3892
H -5.7800 -4.0996 0.3744 0.00 -0.02 -0.01 0.4812
H -1.1878 1.0160 -4.2096 0.03 -0.01 -0.02 0.2154
H -4.6891 3.4669 1.8263 -0.05 -0.02 0.01 0.4479
H 0.5272 -4.4231 -4.3241 -0.02 0.03 0.01 0.4365
H -3.4815 6.2827 1.8884 0.01 0.01 0.02 0.4593
H 3.9744 2.7285 -3.7019 -0.04 -0.04 -0.02 0.4794
H -0.7253 2.9071 3.4464 -0.02 0.01 -0.01 0.5421
H 6.0665 -2.8291 -0.0539 0.02 -0.04 0.02 0.4295
H 2.5893 -0.1863 4.5451 0.01 0.05 0.00 0.7245
H -0.7273 -1.7598 -4.4640 -0.01 0.02 -0.07 0.4088
H 1.4216 3.3196 4.7926 -0.01 0.00 0.01 0.4212
H 2.6374 -2.9627 0.3928 0.13 0.00 -0.09 0.9697
H -1.3693 -3.3963 -4.4462 -0.02 0.02 -0.06 0.4852
H -1.8751 5.8762 1.2808 0.00 0.03 0.01 0.3759
H -4.5379 6.3834 -0.3982 0.02 0.03 -0.01 0.4825
H 1.2930 1.6363 5.2850 0.04 0.00 0.04 0.4539
H 6.3110 -1.1019 -1.8547 0.02 0.04 -0.02 0.4505
H -5.4807 4.9326 1.2757 -0.02 -0.01 0.00 0.4343
```
Forces are in eV/Å.


[5]
The following is a DFT calculation (ωB97M-V with the def2-TZVPD basis set) of a structure of composition C2H7NO5P2S at a distorted geometry.

Computed properties:
2S+1: 3
Total charge: -2
HOMO (spin up / spin down): 1.72 / -0.74 eV
Strongest force on any atom: 6.1 eV/A

```
18
Properties=species:S:1:pos:R:3:forces:R:3:lowdin_spin:R:1
S -1.2518 2.0223 -0.3700 0.30 1.93 -1.48 0.1677
P 2.3192 -0.3257 0.0338 -0.22 -0.17 -1.67 0.0069
P -0.9112 0.0090 -0.0266 4.21 0.65 4.42 0.3399
O 2.0088 0.1923 1.3835 0.23 1.38 1.30 0.0156
O 2.6912 -1.7474 -0.0416 0.56 -1.66 -0.08 0.0027
O -0.8566 -0.1978 2.1991 -1.27 -0.21 0.46 0.4503
O 2.7953 0.5359 -1.1084 -0.04 0.41 0.77 0.0042
O 0.4681 -0.4665 -0.4978 -1.01 -0.05 -1.40 0.0785
N -2.1124 -0.7427 -0.7767 -2.20 -2.72 -2.28 0.7421
C 0.5169 2.6625 -0.1974 -0.89 -1.60 1.23 0.0179
C -1.9711 -2.2008 -0.7330 -2.19 -0.40 0.88 0.0841
H 1.0082 1.8288 0.3951 -0.05 1.32 -0.58 0.0030
H 0.0670 -0.1721 2.4680 0.74 -0.05 -0.59 0.0156
H -2.9103 -2.5926 -0.1706 0.86 0.69 -0.99 0.0389
H 1.0281 2.8589 -1.1294 -0.16 -0.27 -0.20 0.0029
H 0.3975 3.5609 0.3991 0.20 0.10 0.12 0.0021
H -2.0902 -2.6153 -1.7810 0.66 0.28 1.26 0.0238
H -1.1966 -2.6098 -0.0459 0.28 0.38 -1.17 0.0037
```
Forces are in eV/Å.


[6]
The following is a DFT calculation (ωB97M-V with the def2-TZVPD basis set) of the molecule C18H20N4O3S at a distorted geometry.

Computed properties:
ΔE to the lowest compared entry with this formula, charge and spin: 4.563 eV
Total charge: 0
HOMO: -8.62 eV
Strongest force on any atom: 1.3 eV/A

```
46
Properties=species:S:1:pos:R:3:forces:R:3:nbo_charge:R:1
S -0.4529 -0.6968 1.2962 -0.28 0.16 0.23 0.2618
O 7.5746 -3.4628 -1.6190 0.14 0.01 0.27 -0.3805
O -1.1361 2.4291 -0.4298 0.09 0.11 -0.28 -0.6186
O 7.9963 -3.8609 -3.6868 0.20 -0.07 -0.17 -0.3725
N -2.1778 2.0591 1.5300 -0.08 0.29 0.35 -0.4396
N 7.2521 -3.5400 -2.7859 0.51 -0.12 0.11 0.5172
N 1.6218 -1.5449 -1.8535 0.91 -0.34 -0.87 -0.1891
N 0.6982 -1.1315 -1.0523 -0.76 0.30 0.72 -0.2475
C 5.4649 -3.3421 -4.4439 0.29 -0.03 0.19 -0.1958
C -2.3348 3.4784 1.7814 -0.02 0.39 -0.30 -0.2228
C 5.0176 -2.8321 -2.1159 0.07 -0.03 -0.06 -0.1954
C 0.8313 -1.2632 0.2582 0.33 -0.19 -0.17 0.0317
C -6.0732 3.3424 2.7803 0.29 -0.04 0.14 -0.5974
C 3.6946 -2.5386 -2.4260 0.36 -0.17 -0.53 -0.0730
C 1.9576 -1.8733 0.8348 -0.14 0.11 -0.33 -0.2185
C -3.8162 3.8511 1.7801 0.21 -0.10 0.36 -0.4052
C -1.5540 0.1533 0.1141 0.19 -0.08 0.13 -0.6314
C -4.5828 3.0193 2.8106 -0.27 -0.03 -0.35 -0.2152
C 2.9344 -2.3124 -0.0217 -0.31 0.14 -0.24 -0.1719
C 5.8835 -3.2318 -3.1237 -1.21 0.24 -0.37 0.0811
C -4.3355 1.5350 2.5327 0.26 0.13 0.30 -0.4066
C -1.6071 1.6527 0.3785 0.21 -0.43 -0.23 0.6732
C 3.2758 -2.6408 -3.7565 0.05 -0.02 0.11 -0.1346
C 4.1506 -3.0378 -4.7514 0.01 0.02 0.12 -0.2094
C 2.7317 -2.1170 -1.4029 -0.23 0.07 0.81 0.1304
C -2.8340 1.2388 2.5200 -0.31 -0.27 -0.01 -0.2071
H -2.4071 1.4836 3.5004 0.00 -0.10 -0.02 0.1946
H -6.2390 4.3957 2.9930 -0.08 0.12 0.01 0.2102
H -1.1136 -0.0118 -0.8702 -0.20 0.10 0.11 0.3022
H -1.8878 3.7141 2.7537 0.01 0.02 -0.02 0.1855
H 3.8077 -3.1121 -5.7716 -0.02 -0.01 -0.08 0.2248
H -3.9211 4.9144 1.9993 -0.04 0.07 -0.03 0.2128
H 5.4065 -2.7443 -1.1133 0.00 0.00 0.02 0.2429
H -4.1930 3.2543 3.8081 0.05 -0.01 0.01 0.1922
H -6.6075 2.7534 3.5222 -0.13 -0.05 0.07 0.2078
H 6.1689 -3.6578 -5.1981 0.01 0.00 -0.02 0.2492
H 3.8157 -2.8074 0.3542 0.08 -0.03 0.02 0.2255
H 2.0275 -1.9871 1.9053 0.07 -0.03 0.11 0.2316
H -2.5373 -0.3114 0.1766 0.02 0.00 -0.04 0.2321
H -4.7630 1.2733 1.5620 -0.04 -0.05 -0.06 0.1999
H -1.7968 4.0157 0.9993 -0.01 -0.07 0.18 0.2514
H -2.6530 0.1814 2.3366 0.01 0.04 0.03 0.2101
H 2.2504 -2.3971 -3.9852 -0.06 0.00 -0.05 0.2453
H -6.4910 3.1211 1.8006 -0.07 -0.02 -0.13 0.2033
H -4.2280 3.6675 0.7855 -0.04 0.02 -0.08 0.2042
H -4.8188 0.9213 3.2944 -0.07 -0.05 0.02 0.2113
```
Forces are in eV/Å.